A 17-piece molecular cluster, C30H97NO20PSi overall, computed with the ωB97M-V functional and the def2-TZVPD basis.

Atoms and positions in Å:
C  2.8214  0.2136  2.3868
C  2.6667  1.6901  1.8994
C  2.5189  1.7804  0.3375
O  1.5807  0.8197  -0.1582
C  0.2718  1.2623  0.0959
N  -0.6777  0.1925  -0.3655
C  -1.2875  0.6683  -1.6410
C  -2.4606  -0.2209  -2.1775
C  -2.8497  -1.4121  -1.2363
P  -4.5122  -2.1690  -1.7422
O  -5.6191  -1.7621  -0.5194
O  -4.2646  -3.8401  -1.4916
C  -2.9419  -0.8485  0.2318
C  -1.6606  -0.0811  0.7164
C  -1.0599  -0.8045  1.9534
C  -0.1857  -2.0409  1.6062
O  -0.6906  -2.7836  0.4968
Si  0.5586  -3.4860  -0.4431
C  1.5898  -2.2298  -1.4326
C  1.7825  -4.5123  0.6013
C  -0.2105  -4.6890  -1.7236
H  3.8647  0.0654  2.7278
H  2.6688  -0.5398  1.5837
H  2.0932  -0.0239  3.1876
H  1.7577  2.1447  2.3509
H  3.5601  2.2584  2.2213
H  2.2797  2.8118  0.0061
H  3.5199  1.5393  -0.0670
H  0.1008  1.5346  1.1526
H  0.1400  2.2009  -0.4865
H  -0.0875  -0.6212  -0.5796
H  -0.4837  0.6233  -2.4063
H  -1.6242  1.7154  -1.6161
H  -3.3447  0.4494  -2.2504
H  -2.2680  -0.5664  -3.2090
H  -2.0803  -2.1998  -1.3618
H  -5.4918  -2.3254  0.2555
H  -3.8166  -3.8937  -0.6349
H  -3.8682  -0.2583  0.3293
H  -3.0351  -1.7288  0.9024
H  -2.0164  0.9080  1.0775
H  -0.3876  -0.0796  2.4654
H  -1.8407  -1.0446  2.6980
H  0.8655  -1.7090  1.4701
H  -0.1973  -2.7128  2.4924
H  2.4097  -2.6821  -2.0474
H  2.0507  -1.5079  -0.7194
H  0.9111  -1.6397  -2.1016
H  1.3591  -4.7142  1.6039
H  2.7830  -4.0402  0.6494
H  1.9104  -5.4786  0.0765
H  -0.5740  -5.5957  -1.2075
H  -0.9901  -4.1710  -2.3119
H  0.6374  -4.9657  -2.3868
C  3.6717  4.8043  -2.0943
O  4.1733  3.6912  -1.3553
H  3.9521  5.7185  -1.5752
H  4.1027  4.8152  -3.0986
H  2.5815  4.7500  -2.1634
H  3.9142  2.8933  -1.8325
C  7.0155  0.4763  3.8054
O  6.1334  1.4609  3.2562
H  6.4437  -0.4264  4.0141
H  7.8045  0.2439  3.0865
H  7.4530  0.8473  4.7338
H  6.6558  2.2453  3.0803
C  -8.2042  -4.4703  -2.1836
O  -7.8242  -3.1198  -1.9342
H  -9.2908  -4.5224  -2.2255
H  -7.7899  -4.8022  -3.1391
H  -7.8437  -5.1140  -1.3768
H  -6.8626  -3.0905  -1.8996
C  8.3231  -2.3786  0.9114
O  9.1958  -1.4866  1.5960
H  7.9712  -3.1261  1.6193
H  7.4645  -1.8327  0.5095
H  8.8559  -2.8779  0.0980
H  9.4959  -0.8363  0.9577
C  5.3590  -3.2447  -3.4124
O  4.7472  -3.9036  -2.3058
H  5.6030  -2.2265  -3.1153
H  6.2758  -3.7638  -3.6999
H  4.6713  -3.2166  -4.2625
H  4.5411  -4.7981  -2.5866
C  -1.7463  1.4220  5.2561
O  -2.8945  1.0039  4.5271
H  -0.8566  1.0341  4.7599
H  -1.6982  2.5139  5.2815
H  -1.7920  1.0271  6.2733
H  -3.6662  1.3554  4.9840
C  9.1241  1.2696  7.8524
O  7.9174  0.9375  7.1705
H  9.9559  0.8098  7.3231
H  9.2635  2.3536  7.8667
H  9.0959  0.8883  8.8760
H  7.1960  1.3500  7.6496
C  -3.6740  2.1219  -5.3251
O  -2.4647  1.8604  -4.6084
H  -4.4976  2.1490  -4.6149
H  -3.6081  3.0853  -5.8349
H  -3.8550  1.3308  -6.0555
H  -1.7519  1.8397  -5.2529
C  -0.5124  5.2625  -4.3380
O  -1.1648  4.6829  -3.2124
H  -0.2711  6.2964  -4.1018
H  0.4114  4.7204  -4.5602
H  -1.1722  5.2387  -5.2094
H  -1.3714  3.7715  -3.4410
C  1.2820  -1.6066  -5.7077
O  0.8309  -0.4379  -5.0220
H  1.0263  -1.5109  -6.7602
H  2.3665  -1.6992  -5.6064
H  0.7896  -2.4912  -5.2954
H  1.0668  -0.5441  -4.0974
C  -7.9849  -0.2111  1.9252
O  -6.7516  -0.4843  2.5939
H  -8.7841  -0.1684  2.6633
H  -7.9223  0.7496  1.4076
H  -8.2025  -1.0050  1.2075
H  -6.0687  -0.5153  1.9209
C  -3.3645  1.2027  8.8356
O  -4.3843  1.1905  7.8406
H  -2.5381  1.8099  8.4710
H  -3.7460  1.6365  9.7630
H  -3.0111  0.1844  9.0194
H  -5.1069  0.6537  8.1721
C  4.0641  1.8803  -4.8736
O  3.4177  1.3520  -3.7142
H  4.3700  2.9028  -4.6634
H  4.9474  1.2858  -5.1152
H  3.3747  1.8780  -5.7214
H  3.1574  0.4520  -3.9189
C  8.2315  3.5902  -1.8028
O  7.0250  3.2451  -2.4730
H  9.0635  3.1270  -2.3296
H  8.3676  4.6748  -1.8036
H  8.2098  3.2216  -0.7732
H  6.3004  3.6614  -1.9958
C  -11.0389  -2.2855  -3.9823
O  -11.5198  -2.7748  -2.7373
H  -11.8660  -2.2470  -4.6882
H  -10.6304  -1.2801  -3.8514
H  -10.2662  -2.9543  -4.3718
H  -10.7712  -2.7968  -2.1362
C  -7.5210  2.9847  3.8792
O  -6.9689  1.8888  4.5963
H  -7.2740  3.9028  4.4086
H  -7.0977  3.0281  2.8707
H  -8.6086  2.8885  3.8191
H  -7.1965  1.0872  4.1150

net charge: +1
lowest unoccupied orbital energy: -1.90 eV
spin multiplicity: 1
E_HOMO: -0.41733 hartree
HOMO-LUMO gap: 9.46 eV
molar mass: 851.153 g mol⁻¹

Atomic partial charges in e from the Löwdin method, atoms 1 to 99: number 1, C, carries -0.08; number 2, C, carries -0.18; number 3, C, carries -0.19; number 4, O, carries -0.14; number 5, C, carries -0.14; number 6, N, carries 0.00; number 7, C, carries -0.08; number 8, C, carries -0.17; number 9, C, carries -0.40; number 10, P, carries 0.95; number 11, O, carries -0.30; number 12, O, carries -0.28; number 13, C, carries -0.13; number 14, C, carries -0.21; number 15, C, carries -0.09; number 16, C, carries -0.24; number 17, O, carries -0.24; number 18, Si, carries 0.48; number 19, C, carries -0.14; number 20, C, carries -0.15; number 21, C, carries -0.16; number 22, H, carries 0.07; number 23, H, carries 0.05; number 24, H, carries 0.07; number 25, H, carries 0.10; number 26, H, carries 0.11; number 27, H, carries 0.12; number 28, H, carries 0.13; number 29, H, carries 0.14; number 30, H, carries 0.16; number 31, H, carries 0.13; number 32, H, carries 0.14; number 33, H, carries 0.14; number 34, H, carries 0.11; number 35, H, carries 0.11; number 36, H, carries 0.08; number 37, H, carries 0.06; number 38, H, carries 0.04; number 39, H, carries 0.11; number 40, H, carries 0.11; number 41, H, carries 0.17; number 42, H, carries 0.10; number 43, H, carries 0.13; number 44, H, carries 0.09; number 45, H, carries 0.14; number 46, H, carries 0.05; number 47, H, carries 0.03; number 48, H, carries 0.02; number 49, H, carries 0.04; number 50, H, carries 0.04; number 51, H, carries 0.04; number 52, H, carries 0.04; number 53, H, carries 0.02; number 54, H, carries 0.04; number 55, C, carries -0.13; number 56, O, carries -0.15; number 57, H, carries 0.09; number 58, H, carries 0.07; number 59, H, carries 0.08; number 60, H, carries 0.05; number 61, C, carries -0.13; number 62, O, carries -0.15; number 63, H, carries 0.08; number 64, H, carries 0.06; number 65, H, carries 0.06; number 66, H, carries 0.07; number 67, C, carries -0.14; number 68, O, carries -0.15; number 69, H, carries 0.07; number 70, H, carries 0.08; number 71, H, carries 0.08; number 72, H, carries -0.01; number 73, C, carries -0.16; number 74, O, carries -0.13; number 75, H, carries 0.08; number 76, H, carries 0.07; number 77, H, carries 0.08; number 78, H, carries 0.07; number 79, C, carries -0.15; number 80, O, carries -0.14; number 81, H, carries 0.08; number 82, H, carries 0.08; number 83, H, carries 0.07; number 84, H, carries 0.07; number 85, C, carries -0.15; number 86, O, carries -0.14; number 87, H, carries 0.06; number 88, H, carries 0.08; number 89, H, carries 0.07; number 90, H, carries 0.07; number 91, C, carries -0.15; number 92, O, carries -0.14; number 93, H, carries 0.08; number 94, H, carries 0.08; number 95, H, carries 0.08; number 96, H, carries 0.07; number 97, C, carries -0.12; number 98, O, carries -0.15; number 99, H, carries 0.08